Entry 1:
The following is a quantum chemistry calculation of C44H54BN5OsSb as an isolated structure, from the Open Molecules 2025 dataset.

LUMO energy (spin up / spin down) in eV: -8.4 / -10.4
E in eV: -63610.86572

Structure (ORCA input):
```
! wB97M-V def2-TZVPD RIJCOSX def2/J DEFGRID3
* xyz 3 5
Os 0.1221 0.0240 0.5000
C -3.3613 -0.4368 -0.0612
C -2.9730 0.0122 1.2987
C -3.9197 0.1794 2.3051
C -3.5442 0.6793 3.5366
C -2.2315 1.1044 3.6986
C -1.3332 0.9279 2.6611
N -1.6850 0.3343 1.5090
Sb 0.5020 2.2381 2.8881
C 0.1730 3.0715 0.8811
C -0.0833 4.4234 0.7635
C -0.0716 4.9890 -0.5065
C 0.2817 4.1922 -1.5753
C 0.5607 2.8400 -1.3721
C 1.0770 2.0088 -2.4914
N 0.4313 2.2858 -0.1638
C 2.2283 1.0822 2.0126
C 3.4243 1.3267 2.6586
C 4.5862 0.7405 2.1679
C 4.5159 0.0074 0.9995
C 3.2852 -0.1802 0.3734
C 3.1912 -0.9216 -0.9141
N 2.1629 0.3164 0.9111
H -4.3996 -0.7453 -0.0903
H -2.7204 -1.2510 -0.3946
H -3.2488 0.4002 -0.7482
H -4.9501 -0.0693 2.1097
H -4.2625 0.7883 4.3357
H -1.9165 1.5771 4.6176
H -0.2619 5.0292 1.6395
H -0.3048 6.0325 -0.6481
H 0.3682 4.5997 -2.5691
H 2.0965 2.3243 -2.7174
H 0.4920 2.1699 -3.3920
H 1.0869 0.9495 -2.2312
H 3.4481 1.9422 3.5469
H 5.5239 0.8819 2.6806
H 5.4046 -0.4116 0.5506
H 4.0103 -0.6251 -1.5668
H 2.2342 -0.7371 -1.4104
H 3.2838 -1.9908 -0.7349
C -4.9246 -3.6483 0.8039
C -3.4902 -4.0686 1.1206
C -3.5307 -5.5446 1.5667
C -2.8354 -3.2722 2.2222
C -3.6108 -2.9448 3.3314
C -3.0474 -2.4277 4.4798
C -1.6689 -2.3347 4.5723
C -0.8452 -2.6292 3.4886
C 0.6384 -2.7406 3.7820
C 1.3516 -3.8346 2.9900
C 1.3582 -1.4165 3.5715
C -1.4491 -2.9643 2.2676
N -0.6967 -3.0972 1.0681
B -0.0982 -2.1106 0.1334
N 0.2326 -2.9588 -1.0223
C -0.1429 -4.2303 -0.7708
C -0.6860 -4.3162 0.4865
C 0.8034 -2.7311 -2.3082
C 0.0675 -1.9680 -3.2292
C 0.6020 -1.7236 -4.4934
C 1.8174 -2.2674 -4.8658
C 2.4817 -3.0956 -3.9873
C 1.9842 -3.3864 -2.7038
C 2.7576 -4.4978 -2.0224
C 2.7424 -4.6852 -0.5127
C 2.3635 -5.8262 -2.7072
C -1.3622 -1.5735 -2.9501
C -1.5357 -0.0607 -2.8158
C -2.2874 -2.1128 -4.0457
H -5.2273 -4.0742 -0.1472
H -5.0336 -2.5717 0.7548
H -5.6135 -4.0337 1.5494
H -2.9004 -4.0083 0.1959
H -4.2244 -5.6599 2.3938
H -2.5711 -5.9209 1.9084
H -3.8724 -6.1688 0.7462
H -4.6699 -3.1384 3.3042
H -3.6690 -2.2029 5.3332
H -1.2192 -2.0883 5.5223
H 0.7050 -3.0019 4.8433
H 1.6089 -3.4804 1.9936
H 0.7400 -4.7293 2.9146
H 2.2711 -4.1066 3.5006
H 1.1793 -1.1076 2.5367
H 2.4258 -1.5493 3.7224
H 0.9954 -0.6437 4.2494
H -0.0739 -5.0016 -1.5148
H -0.9931 -5.2127 0.9891
H 0.0400 -1.1482 -5.2093
H 2.2084 -2.0973 -5.8563
H 3.4021 -3.5632 -4.3036
H 3.8077 -4.3303 -2.2888
H 1.7639 -4.9741 -0.1384
H 3.0734 -3.8040 0.0326
H 3.4244 -5.4990 -0.2795
H 1.4225 -6.1975 -2.3095
H 3.1231 -6.5805 -2.5224
H 2.2522 -5.7105 -3.7824
H -1.6681 -2.0452 -2.0131
H -1.0332 0.4560 -3.6269
H -1.1205 0.2713 -1.8469
H -2.5895 0.2010 -2.8657
H -2.1647 -1.5745 -4.9782
H -3.3227 -2.0018 -3.7370
H -2.0946 -3.1641 -4.2371
*
```

Atomic partial charges in e from the Mulliken method, atoms 1 to 5: number 1, Os, carries -0.17; number 2, C, carries -1.32; number 3, C, carries 0.59; number 4, C, carries -0.80; number 5, C, carries -0.93

***

Entry 2:
The following is a quantum chemistry calculation of C44H54BrCrN7O as an isolated structure, from the Open Molecules 2025 dataset.

Energy relative to the best compared isomer or geometry (same formula, charge and spin) in eV: 0.332
LUMO energy (spin up / spin down) in eV: -3.3 / -3.5
E in eV: -157445.64150

Structure (ORCA input):
```
! wB97M-V def2-TZVPD RIJCOSX def2/J DEFGRID3
* xyz 1 4
Cr 0.3315 0.2289 -0.1253
C -5.8138 0.4185 0.1437
C -5.1405 1.1675 -1.0141
C -3.7549 0.6634 -1.2772
C -3.3582 -0.2289 -2.2182
C -4.1906 -0.8456 -3.2990
C -4.2152 0.0180 -4.5670
C -1.9431 -0.4307 -2.0305
C -1.1652 -1.2530 -2.8101
C 0.2017 -1.4193 -2.6854
C 1.0111 -2.2124 -3.5770
C 0.5001 -2.9911 -4.7512
C -0.1446 -4.3265 -4.3586
C 2.2966 -2.0801 -3.1573
C 2.2696 -1.2078 -2.0106
C 3.3886 -0.7775 -1.3333
C 3.4019 0.1125 -0.2704
N 2.2909 0.6914 0.2745
C 2.7252 1.3629 1.3871
C 1.9175 2.0990 2.2386
C 0.5600 2.2946 2.1036
N -0.2312 1.6879 1.1573
C -1.4808 2.2098 1.3259
C -2.5882 1.8599 0.5715
C -2.5866 0.9945 -0.4981
N -1.4821 0.3283 -0.9796
C -1.4942 3.1481 2.4209
C -0.2262 3.1972 2.9077
C 0.2716 4.0090 4.0644
C 0.0642 3.2928 5.4046
C -2.6734 3.9772 2.8359
C -2.8932 5.1779 1.9025
C 4.1545 1.2465 1.5171
C 4.5730 0.4513 0.4952
C 5.9678 -0.0159 0.2096
C 6.2943 -1.3462 0.9034
C 4.9910 1.9070 2.5708
C 5.3581 3.3548 2.2145
N 0.9805 -0.8059 -1.7447
C 3.5275 -2.6588 -3.7840
C 4.1498 -1.7204 -4.8276
H -6.8157 0.8085 0.3288
H -5.2341 0.5128 1.0640
H -5.8973 -0.6457 -0.0856
H -5.1137 2.2378 -0.7979
H -5.7414 1.0507 -1.9165
H -5.2082 -0.9861 -2.9307
H -3.8134 -1.8402 -3.5433
H -4.6355 1.0021 -4.3540
H -4.8185 -0.4500 -5.3461
H -3.2056 0.1648 -4.9558
H -1.6567 -1.7857 -3.6136
H 1.3259 -3.1784 -5.4393
H -0.2234 -2.3837 -5.3001
H 0.5935 -4.9905 -3.9001
H -0.5557 -4.8306 -5.2352
H -0.9510 -4.1791 -3.6373
H 4.3446 -1.1611 -1.6677
H 2.4065 2.5969 3.0663
H -3.5332 2.3180 0.8342
H -0.2503 4.9674 4.0785
H 1.3293 4.2408 3.9332
H -0.9936 3.0826 5.5697
H 0.4256 3.9026 6.2339
H 0.5991 2.3401 5.4228
H -2.5157 4.3367 3.8528
H -3.5748 3.3609 2.8618
H -2.0218 5.8351 1.9179
H -3.7650 5.7589 2.2073
H -3.0414 4.8492 0.8728
H 6.6713 0.7497 0.5391
H 6.1094 -0.1201 -0.8668
H 6.3019 -1.2254 1.9896
H 7.2728 -1.7219 0.5993
H 5.5464 -2.1042 0.6548
H 5.9065 1.3295 2.7148
H 4.4604 1.8903 3.5258
H 5.9337 3.3893 1.2877
H 5.9572 3.8098 3.0046
H 4.4627 3.9632 2.0697
H 3.2723 -3.6098 -4.2545
H 4.2648 -2.8862 -3.0116
H 3.4318 -1.4950 -5.6179
H 5.0309 -2.1727 -5.2844
H 4.4476 -0.7739 -4.3714
O -2.6419 -7.0414 -0.3588
C -1.9915 -5.8611 -0.3196
C -0.7224 -5.6647 -0.8593
C -0.1654 -4.4048 -0.7643
N -0.7639 -3.3678 -0.1686
C -1.9583 -3.5940 0.3390
Br -2.8328 -2.1149 1.1547
C -2.6354 -4.7987 0.2944
H -2.1148 -7.7028 -0.8208
H -0.1916 -6.4729 -1.3504
H 0.8079 -4.2006 -1.2046
H -3.6217 -4.9209 0.7190
C 2.6011 -1.9064 3.9874
N 2.1334 -2.3910 2.6829
C 2.7146 -3.6045 2.0854
C 1.3002 -1.6878 1.9759
N 0.5631 -1.0750 1.3368
H 2.5576 -2.7201 4.7081
H 1.9563 -1.0998 4.3262
H 3.6250 -1.5403 3.9083
H 3.6431 -3.8194 2.6062
H 2.9317 -3.4334 1.0321
H 2.0388 -4.4529 2.1870
*
```

Atomic partial charges in e from the Mulliken method, atoms 1 to 5: number 1, Cr, carries 0.63; number 2, C, carries -1.08; number 3, C, carries -1.42; number 4, C, carries 1.06; number 5, C, carries 0.94

***

Entry 3:
The following is a quantum chemistry calculation of a 7-piece molecular cluster, C44H54F13N6O2PS2 overall, from the Open Molecules 2025 dataset.

SMILES string: O=C1c2ccc(CCC(F)(F)C(F)(F)C(F)(F)C(F)(F)S(F)(F)(F)(F)F)cc2C(=O)c2cc([PH2]=S)ccc21.CCCC#N.CCCC#N.CCCC#N.CCCC#N.CCCC#N.CCCC#N
LUMO energy in eV: -0.8
E in eV: -125824.33017

Structure (ORCA input):
```
! wB97M-V def2-TZVPD RIJCOSX def2/J DEFGRID3
* xyz 0 1
O 2.9982 -4.0896 3.2526
C 2.9744 -2.9989 2.7468
C 1.7555 -2.1511 2.7038
C 0.4856 -2.7028 2.6441
C -0.6349 -1.8848 2.5555
C -0.5082 -0.4950 2.5266
C -1.7463 0.3511 2.3711
C -1.6411 1.3538 1.1922
C -2.6415 1.1313 0.0668
F -3.2240 2.3348 -0.2336
F -3.6632 0.3079 0.3818
C -2.0033 0.7138 -1.2925
F -2.9545 0.7434 -2.2436
F -1.1250 1.6959 -1.5877
C -1.2132 -0.6341 -1.2594
F -1.5660 -1.2890 -0.1267
F 0.0942 -0.3734 -1.1451
C -1.4833 -1.6529 -2.4026
F -1.0471 -2.8402 -1.9434
F -2.7842 -1.8001 -2.6240
S -0.5653 -1.3679 -4.0343
F -1.9236 -1.0532 -4.7872
F -0.7727 -2.9004 -4.4003
F 0.7911 -1.7307 -3.3309
F -0.3926 0.1606 -3.7072
F 0.2095 -1.1557 -5.3825
C 0.7688 0.0500 2.6298
C 1.8932 -0.7536 2.7157
C 3.2680 -0.2007 2.8172
O 3.5180 0.8064 3.4264
C 4.3142 -1.0006 2.1251
C 5.4063 -0.3795 1.5312
C 6.3544 -1.1469 0.8627
P 7.7372 -0.2846 0.0726
S 7.0784 1.2443 -0.9662
C 6.1960 -2.5324 0.8100
C 5.1104 -3.1532 1.4197
C 4.1583 -2.3908 2.0788
H 0.3220 -3.7705 2.6574
H -1.6157 -2.3299 2.5067
H -2.5695 -0.3465 2.2621
H -1.9049 0.9227 3.2819
H -1.6853 2.3725 1.5547
H -0.6458 1.2535 0.7662
H 0.8891 1.1271 2.6191
H 5.4617 0.6983 1.5916
H 8.3862 -1.1653 -0.8074
H 8.6414 0.0831 1.0771
H 6.9443 -3.1061 0.2809
H 5.0102 -4.2261 1.3517
C 9.0154 5.1370 0.5319
C 10.4463 5.0982 0.0051
C 10.7144 3.8910 -0.8994
C 10.5055 2.6457 -0.1632
N 10.3411 1.6810 0.4315
H 8.7928 4.2656 1.1503
H 8.8624 6.0235 1.1478
H 8.2929 5.1646 -0.2857
H 11.1434 5.0824 0.8437
H 10.6485 6.0109 -0.5573
H 11.7416 3.9064 -1.2649
H 10.0483 3.8995 -1.7639
C -1.7236 -6.9998 -0.6762
C -3.1411 -6.4589 -0.5243
C -3.1735 -5.0070 -0.0356
C -2.5394 -4.8763 1.2798
N -2.0544 -4.7737 2.3141
H -1.1974 -7.0157 0.2796
H -1.7438 -8.0214 -1.0549
H -1.1443 -6.3924 -1.3749
H -3.6974 -7.0896 0.1712
H -3.6558 -6.5116 -1.4846
H -4.2032 -4.6554 0.0419
H -2.6488 -4.3579 -0.7367
C -5.0819 2.8219 -3.1531
C -6.4336 2.7350 -3.8546
C -6.5773 3.7415 -5.0020
C -6.4536 5.1171 -4.5143
N -6.3560 6.1876 -4.1181
H -4.9386 3.7980 -2.6881
H -5.0124 2.0741 -2.3660
H -4.2620 2.6533 -3.8547
H -7.2301 2.8979 -3.1264
H -6.5706 1.7292 -4.2568
H -7.5497 3.6341 -5.4831
H -5.8079 3.5720 -5.7570
C 10.2942 4.4007 4.5430
C 11.1675 3.2317 4.1013
C 12.6645 3.5678 4.1089
C 12.9549 4.6717 3.1922
N 13.1833 5.5228 2.4596
H 10.3928 5.2502 3.8651
H 9.2440 4.1095 4.5514
H 10.5600 4.7338 5.5482
H 10.8715 2.9168 3.0982
H 10.9987 2.3822 4.7651
H 13.2485 2.7009 3.7990
H 12.9914 3.8535 5.1099
C -7.5699 -0.8408 -1.7087
C -6.2480 -0.8991 -2.4643
C -6.1509 -2.0995 -3.4137
C -6.2496 -3.3548 -2.6646
N -6.3236 -4.3219 -2.0534
H -7.6938 -1.7187 -1.0701
H -7.6044 0.0378 -1.0712
H -8.4146 -0.7918 -2.3951
H -5.4235 -0.9370 -1.7483
H -6.1273 0.0181 -3.0428
H -5.1974 -2.0900 -3.9434
H -6.9489 -2.0666 -4.1568
C -12.4902 -0.3113 1.7658
C -11.7338 -1.4920 1.1676
C -10.2739 -1.1601 0.8368
C -10.1912 -0.0768 -0.1452
N -10.1770 0.7872 -0.8971
H -12.5457 0.5225 1.0649
H -13.5116 -0.5991 2.0136
H -12.0083 0.0420 2.6794
H -12.2437 -1.8274 0.2628
H -11.7492 -2.3259 1.8711
H -9.7679 -2.0351 0.4275
H -9.7385 -0.8529 1.7366
*
```

Atomic partial charges in e from the Mulliken method, atoms 1 to 5: number 1, O, carries -0.56; number 2, C, carries -0.04; number 3, C, carries 0.86; number 4, C, carries -1.46; number 5, C, carries -0.63

***

Entry 4:
The following is a quantum chemistry calculation of C44H54N3O5P2S3Se2Y as an isolated structure, from the Open Molecules 2025 dataset.

LUMO energy in eV: -4.5
E in eV: -244021.21691

Structure (ORCA input):
```
! wB97M-V def2-TZVPD RIJCOSX def2/J DEFGRID3
* xyz 2 1
Y -0.6508 -0.3441 -0.5439
O -1.3382 -1.7363 -2.2173
S -1.1205 -3.1406 -1.6294
O -2.1546 -4.0403 -1.9621
O -0.8484 -2.8292 -0.1877
C 0.3728 -3.7239 -2.4142
C 0.2091 -4.8588 -3.1998
C 1.3159 -5.4290 -3.7938
C 2.5486 -4.8233 -3.6301
C 2.7084 -3.7245 -2.8107
C 1.6086 -3.1583 -2.1963
P 1.8762 -1.8674 -0.9095
C 3.4930 -1.0885 -1.3304
C 4.6970 -1.7311 -1.0383
C 5.9076 -1.1048 -1.3679
C 5.9444 0.1196 -2.0253
C 4.7288 0.7528 -2.3452
C 3.5141 0.1404 -1.9883
C 2.2404 -2.8801 0.5858
C 1.8436 -4.1975 0.7025
C 2.2979 -4.9938 1.7439
C 3.1066 -4.4414 2.7368
C 3.5240 -3.1178 2.6016
C 3.0794 -2.3233 1.5583
H -0.7762 -5.2967 -3.3077
H 1.2343 -6.3235 -4.3716
H 3.4024 -5.2659 -4.1041
H 3.6736 -3.2961 -2.6402
H 4.7145 -2.6814 -0.5541
H 6.8284 -1.5812 -1.1267
H 6.9221 0.5619 -2.2455
H 4.7523 1.6893 -2.8733
H 2.5665 0.5830 -2.3005
H 1.1655 -4.6476 -0.0242
H 1.9689 -6.0274 1.8288
H 3.4381 -5.0713 3.5584
H 4.2269 -2.6768 3.3028
H 3.4204 -1.2730 1.5102
O -0.9860 1.8431 -0.0451
S -0.1648 3.1075 -0.0966
C 0.4791 3.6090 -1.7509
C -0.3928 4.2875 -2.7857
C -1.5206 3.4954 -3.4574
C -1.0852 2.4310 -4.4405
S -1.0577 0.7286 -3.8751
O -0.6018 0.8837 -2.4124
C -2.7592 0.3114 -3.8125
C -3.6933 0.8510 -2.9107
C -5.0061 0.4129 -3.0289
C -5.3444 -0.5683 -3.9248
C -4.4165 -1.1393 -4.7883
C -3.0993 -0.6192 -4.7625
C -1.2992 4.4097 0.1631
C -2.6370 4.3232 -0.2025
C -3.4517 5.4253 -0.0424
C -2.9574 6.6014 0.5517
C -1.6127 6.6659 0.9321
C -0.7876 5.5572 0.7224
H 0.9560 2.7117 -2.1235
H 1.3089 4.2476 -1.4140
H 0.2901 4.6767 -3.5774
H -0.8094 5.2081 -2.3259
H -2.0595 4.2302 -4.0473
H -2.1683 3.0940 -2.6655
H -0.0631 2.6247 -4.7925
H -1.7146 2.4454 -5.3099
H -3.3859 1.5696 -2.1562
H -5.7701 0.7419 -2.3330
H -6.3860 -0.8992 -4.0173
H -4.6966 -1.9172 -5.5083
H -2.3535 -1.0839 -5.4223
H -3.0635 3.4022 -0.5937
H -4.4891 5.3563 -0.3612
H -3.6254 7.4203 0.7271
H -1.1721 7.5681 1.3294
H 0.2455 5.5964 1.0230
C -4.0411 0.7044 1.3192
Se -2.6321 -0.6295 1.7536
C -3.6382 -2.2957 1.4174
C -3.2847 -3.2890 2.5249
Se -1.3401 -3.3610 2.9851
C -1.5805 -2.9150 4.8875
H -4.7676 0.2440 0.6571
H -3.6078 1.5708 0.8285
H -4.5322 1.0376 2.2309
H -3.3284 -2.6652 0.4495
H -4.6869 -2.1396 1.4327
H -3.5349 -4.3104 2.2923
H -3.7796 -3.0102 3.4283
H -2.1924 -3.6621 5.3663
H -2.1140 -1.9765 4.9689
H -0.6327 -2.8642 5.3866
C 0.8353 1.1703 5.1882
N 0.6597 2.2275 4.1996
C 1.9746 2.7526 3.8563
N 2.9357 1.7632 3.3587
C 2.9951 0.6841 4.3576
N 1.7179 0.1333 4.7039
C 1.1146 -0.6073 3.5820
P 0.8659 0.4268 2.0307
C -0.0231 1.7326 2.9859
C 2.5466 1.2873 2.0378
H -0.1247 0.6869 5.3617
H 1.2681 1.5982 6.1236
H 2.4170 3.1814 4.7338
H 1.9034 3.5597 3.1466
H 3.4862 1.0667 5.2687
H 3.6985 -0.0945 3.9665
H 0.1141 -0.9527 3.8269
H 1.6877 -1.4681 3.3302
H -0.9822 1.3455 3.2478
H -0.2453 2.5727 2.3151
H 2.4333 2.1275 1.3388
H 3.3241 0.6059 1.6554
*
```

Atomic partial charges in e from the Mulliken method, atoms 1 to 5: number 1, Y, carries 0.27; number 2, O, carries 0.00; number 3, S, carries 1.05; number 4, O, carries -0.66; number 5, O, carries -0.40

***

Q: Which value of E does entry 3 give?
A: -125824.33017 eV